No. 1
Below is one molecule with the formula C3H6N2, with properties calculated with ωB97M-V with the def2-TZVPD basis set.

```
11
Properties=species:S:1:pos:R:3:forces:R:3:nbo_charge:R:1
C -1.56949 0.18565 0.11293 -0.09 -0.02 -0.08 -0.4058
N -0.22292 -0.30912 0.40450 0.03 -0.34 0.53 -0.6339
C 0.95883 -0.62048 -0.38237 -0.08 0.06 -0.03 -0.3079
C 1.87660 0.53908 -0.28439 0.38 0.96 0.21 0.2549
N 2.43773 1.51025 0.00064 -0.29 -0.92 -0.45 -0.3315
H -1.77606 1.03409 0.78056 0.08 -0.16 -0.23 0.2004
H -2.31229 -0.58647 0.35952 0.12 0.12 -0.20 0.1875
H -1.78490 0.53967 -0.90196 0.47 -0.18 0.02 0.1969
H 0.10034 0.09749 1.26406 -0.06 -0.06 0.14 0.3692
H 1.47675 -1.48098 0.07629 -0.15 0.27 -0.14 0.2303
H 0.81540 -0.90919 -1.42979 -0.42 0.28 0.24 0.2397
```
Forces are in eV/Å.

Results
Orbital gap in eV: 9.955
SMILES: CNCC#N

***

No. 2
Below is one molecule with the formula C3H6N2, with properties calculated with ωB97M-V with the def2-TZVPD basis set.

```
11
Properties=species:S:1:pos:R:3:forces:R:3:nbo_charge:R:1
C 1.21193 -0.03829 0.16978 -0.06 0.09 -0.19 -0.6077
C -0.16911 -0.05755 -0.51000 0.01 0.24 -0.59 -0.0628
N -1.02093 -1.02229 0.10485 -0.17 -0.17 -0.08 -0.8018
C -0.79465 1.40665 -0.47073 1.29 -0.97 2.52 0.1627
N -0.78127 2.05077 0.49714 -0.84 1.08 -0.97 -0.2992
H 1.80830 0.79270 -0.20866 -0.02 -0.08 0.02 0.2231
H 1.14891 0.06858 1.26202 -0.25 0.03 -0.35 0.2167
H 1.73430 -0.97726 -0.04651 -0.19 0.16 -0.03 0.2217
H -0.07283 -0.26965 -1.56434 0.18 -0.47 -0.17 0.2066
H -1.92858 -1.06442 -0.33942 0.01 -0.08 0.12 0.3702
H -1.13607 -0.88923 1.10586 0.04 0.17 -0.28 0.3704
```
Forces are in eV/Å.

Results
Orbital gap in eV: 10.497
SMILES: C[C@@H](N)C#N

***

Record order is preserved below.
Relative energy (zero: lowest compared OMol25 entry of this formula, charge and spin): 32.5, 34.5 kcal per mole
Record order is preserved below.
HOMO: -9.09, -10.13 eV
Record order is preserved below.
Maximum force: 1.07, 2.99 eV/A